Here is a 12-piece molecular cluster, C46H80N8O10 overall at a distorted geometry from the Open Molecules 2025 dataset. Energies are from ωB97M-V with the def2-TZVPD basis set.

The geometry in ORCA input format:
```
! wB97M-V def2-TZVPD RIJCOSX def2/J DEFGRID3
* xyz 1 2
O 13.0265 16.0084 24.0922
C 13.4180 15.6765 23.0192
O 14.6124 15.9397 22.5228
C 15.6554 16.6775 23.2026
C 15.6423 18.2687 23.0744
C 12.7219 14.6442 22.2011
H 16.6255 16.3747 22.8084
H 15.7230 16.3384 24.2363
H 16.4605 18.7529 23.6074
H 14.7111 18.6911 23.4520
H 15.7362 18.5652 22.0298
H 11.6391 14.7672 22.1807
H 12.9422 13.6328 22.5427
H 12.9836 14.6861 21.1438
O 22.8733 20.1926 23.5041
C 21.6357 20.2145 23.6455
O 21.0517 21.3087 24.0610
C 21.7417 22.5205 24.2134
C 20.7650 23.4646 24.9817
C 20.7584 18.9658 23.5233
H 21.9851 22.9742 23.2526
H 22.6523 22.4056 24.8015
H 21.2180 24.4489 25.1001
H 20.5693 23.0506 25.9708
H 19.7877 23.6214 24.5251
H 19.9838 19.1489 22.7787
H 20.4265 18.7172 24.5314
H 21.4885 18.2937 23.0723
C 15.2341 25.8208 30.8193
C 15.2052 25.8048 29.3329
C 16.5419 25.3673 28.7092
C 16.9538 24.0330 29.1843
N 17.3095 23.0245 29.6245
H 14.3254 26.2736 31.2159
H 16.0503 26.4406 31.1905
H 15.3682 24.8122 31.2102
H 14.9549 26.7849 28.9268
H 14.5529 24.9904 29.0175
H 17.2445 26.1972 28.7856
H 16.5547 25.1913 27.6336
C 14.0307 19.6064 27.0140
C 14.6547 20.6903 26.1383
C 15.6313 21.6123 27.0068
C 16.6706 22.4223 26.3215
N 17.5188 23.0077 25.7534
H 13.5055 20.0551 27.8572
H 14.8198 18.9709 27.4161
H 13.3636 18.9860 26.4157
H 13.9328 21.3253 25.6247
H 15.1657 20.1928 25.3139
H 16.2374 20.8145 27.4359
H 15.3325 22.2033 27.8726
C 15.3532 21.4955 32.2985
C 13.8664 21.2697 32.5448
C 13.1392 20.8372 31.2712
C 12.7957 21.9528 30.3462
N 12.5654 22.8830 29.6120
H 15.8556 20.8115 31.6145
H 15.8760 21.4355 33.2531
H 15.5431 22.4512 31.8099
H 13.4299 22.1981 32.9132
H 13.8013 20.4894 33.3030
H 12.2337 20.3265 31.5988
H 13.6226 20.0565 30.6838
C 16.2763 23.2231 21.0969
C 16.5889 22.3953 22.3617
C 17.8501 21.5643 22.3740
C 17.7205 20.4636 21.4039
N 17.6134 19.6483 20.6337
H 16.1067 22.6259 20.2010
H 17.0045 24.0080 20.8923
H 15.3350 23.7705 21.1457
H 15.7338 21.7371 22.5155
H 16.7491 23.0910 23.1853
H 18.0130 21.1024 23.3478
H 18.7689 22.0583 22.0578
C 13.8250 16.1969 27.3321
C 12.2411 16.0823 27.1848
C 11.3987 16.2446 28.4960
C 11.6976 17.5062 29.1820
N 11.8668 18.5095 29.6968
H 14.2548 15.3130 27.8033
H 13.9942 16.9973 28.0524
H 14.2972 16.4230 26.3761
H 11.9040 15.1993 26.6419
H 11.9546 16.8947 26.5169
H 11.7387 15.4950 29.2106
H 10.3166 16.3380 28.4052
C 10.2801 20.0422 27.2913
C 9.7008 21.4418 27.4681
C 8.4983 21.7950 26.5911
C 7.3476 20.8069 26.4092
N 6.5539 19.9704 26.2806
H 10.6129 19.8340 26.2745
H 9.6135 19.2269 27.5723
H 11.1373 20.0005 27.9634
H 10.4943 22.0830 27.0842
H 9.5899 21.6992 28.5215
H 8.8567 21.9302 25.5707
H 7.9676 22.7189 26.8211
C 13.0918 24.8486 26.3445
C 12.6315 25.0702 24.9576
C 11.4231 24.1668 24.4858
C 10.1648 24.5592 25.1231
N 9.1541 24.9393 25.6142
H 13.4779 25.7874 26.7417
H 13.9147 24.1361 26.4009
H 12.3472 24.6671 27.1196
H 13.4003 24.9174 24.2001
H 12.2932 26.0979 24.8255
H 11.6690 23.1211 24.6710
H 11.3493 24.3325 23.4110
C 18.1564 26.5882 23.7318
C 16.6345 26.2991 23.9775
C 16.1334 27.2036 25.1372
C 15.9125 28.6070 24.7387
N 15.6907 29.7103 24.4598
H 18.3877 27.6484 23.6285
H 18.3488 26.0763 22.7889
H 18.6928 26.0458 24.5104
H 16.5015 25.2396 24.1964
H 16.0305 26.3681 23.0728
H 16.9305 27.0745 25.8694
H 15.2148 26.7837 25.5471
C 10.6675 18.9940 22.4656
C 10.2225 19.6100 23.7377
O 11.1135 20.7622 23.8428
C 12.1768 20.5443 23.0085
O 13.1850 21.2747 22.9736
O 12.0020 19.4528 22.2928
H 10.1545 19.3347 21.5663
H 10.6819 17.9086 22.5649
H 10.4190 18.8560 24.5000
H 9.1670 19.8771 23.6878
C 19.4873 20.2096 26.6014
C 18.8681 19.9081 28.0296
O 17.7318 19.0853 27.7231
C 17.7400 18.7761 26.4394
O 16.9196 18.0446 25.9129
O 18.6534 19.4880 25.7187
H 20.5046 19.8434 26.4631
H 19.5291 21.2881 26.4488
H 18.6785 20.9054 28.4266
H 19.5791 19.3681 28.6549
*
```

Calculated values
Highest occupied orbital energy (alpha / beta) ... -12.19 / -12.19 eV
Gap between HOMO and LUMO (alpha / beta) ... 7.65 / 2.62 eV
E_LUMO (alpha / beta) ... -0.16705 / -0.35158 Ha

Here is a 9-piece molecular cluster, C16H24Cl12F2O8 overall at a distorted geometry from the Open Molecules 2025 dataset. Energies are from ωB97M-V with the def2-TZVPD basis set.

The geometry in ORCA input format:
```
! wB97M-V def2-TZVPD RIJCOSX def2/J DEFGRID3
* xyz 0 1
O 8.0262 7.8471 8.3684
C 8.2976 8.4291 9.3953
O 7.5173 8.6361 10.4365
C 8.0746 9.5713 11.3014
C 9.3830 9.9374 10.6429
F 10.4454 9.6322 11.4055
O 9.4866 9.1572 9.4807
H 7.3286 10.4145 11.3915
H 8.1482 9.1223 12.2497
H 9.5728 11.0159 10.5068
O 15.1052 14.3295 4.9048
C 16.0256 14.2275 5.6208
O 16.8001 13.0711 5.7395
C 17.7800 13.3959 6.7236
C 17.9667 14.8991 6.5908
F 18.8773 15.2695 5.6159
O 16.6656 15.2947 6.1528
H 17.3698 13.1632 7.7122
H 18.7018 12.8585 6.5027
H 18.1383 15.4809 7.4429
O 14.9158 13.4218 7.8148
C 13.8511 12.8371 7.6446
C 13.1909 12.4198 6.3607
C 11.7698 12.0185 6.8159
C 12.0487 11.6081 8.2598
O 13.1528 12.4158 8.6924
H 13.1950 13.2476 5.6340
H 13.6350 11.5598 5.8956
H 11.1286 12.9245 6.7389
H 11.3158 11.2175 6.2472
H 11.1585 11.6716 8.8616
H 12.3416 10.5683 8.2485
Cl 13.7152 18.0902 6.5078
C 13.7743 16.5028 7.3437
Cl 12.0872 15.8268 7.3918
H 14.4098 15.8906 6.7419
H 14.1416 16.5991 8.3741
Cl 7.8493 12.9922 6.1764
C 7.9496 11.4192 7.0622
Cl 6.8979 11.4968 8.5140
H 7.5863 10.6605 6.3815
H 9.0024 11.2763 7.3893
Cl 15.2335 12.9762 12.6154
C 15.8222 12.5265 11.0431
Cl 17.6360 12.3471 10.9655
H 15.3769 11.5689 10.8493
H 15.5056 13.3062 10.3046
Cl 10.2462 13.5188 12.3820
C 11.0314 14.4513 11.0836
Cl 10.4128 14.0571 9.4808
H 10.9356 15.5020 11.2762
H 12.0481 13.9907 11.1174
Cl 12.3572 7.1576 8.7697
C 11.4415 7.5745 7.3747
Cl 12.4193 8.5252 6.1720
H 11.0693 6.7372 6.8068
H 10.5853 8.2086 7.6060
Cl 16.2061 7.9744 6.3530
C 16.0280 8.3570 8.0539
Cl 15.5484 10.0499 8.3050
H 15.2674 7.7704 8.5088
H 17.0091 8.2382 8.5019
*
```

Calculated values
Highest occupied orbital energy ... -10.64 eV
Gap between HOMO and LUMO ... 10.91 eV
E_LUMO ... 0.01005 Ha

Here is C26H18AsCl3N2O8OsS as an isolated structure at a distorted geometry from the Open Molecules 2025 dataset. Energies are from ωB97M-V with the def2-TZVPD basis set.

The geometry in ORCA input format:
```
! wB97M-V def2-TZVPD RIJCOSX def2/J DEFGRID3
* xyz 0 5
Os 9.9081 9.6402 9.4000
C 10.2855 6.8141 6.2933
C 11.5688 6.2889 6.6058
C 12.1115 6.5112 7.8594
C 11.5064 7.3858 8.7489
N 10.4042 8.0506 8.2545
C 9.7188 7.7030 7.1645
C 11.8389 7.6330 10.1039
C 12.9548 7.0999 10.7720
C 12.9944 7.3855 12.1840
C 12.1139 8.2532 12.7776
C 11.1535 8.9886 12.0509
C 11.0171 8.6750 10.7018
H 9.7018 6.5681 5.4336
H 12.2456 5.7850 5.9331
H 12.8879 5.8289 8.3009
H 8.7707 8.2281 7.0319
H 13.6876 6.4147 10.4301
H 13.6915 6.7817 12.7603
H 12.2523 8.4133 13.8708
H 10.5052 9.6981 12.5648
O 6.8355 12.1938 10.7987
As 8.1917 11.2264 11.2577
O 8.6254 11.2731 12.8155
O 9.4790 11.4933 10.1536
C 7.9755 9.1432 10.4698
C 7.6055 8.4513 11.6314
C 6.6173 7.4625 11.5343
C 5.8871 7.2294 10.3855
C 6.0932 8.0182 9.2810
C 7.0463 9.0287 9.3728
S 7.2434 10.1235 8.0253
O 6.6439 9.4580 6.8790
O 6.8016 11.5357 8.3155
O 8.7393 10.2523 7.6901
H 6.8590 12.1777 9.7867
H 8.0556 8.6245 12.6528
H 6.4885 6.8275 12.4075
H 5.1124 6.4646 10.3664
H 5.3451 8.0576 8.4902
Cl 10.4947 9.4439 16.4148
C 10.0506 7.7239 16.6514
Cl 9.2293 7.4544 18.2083
Cl 11.5998 6.7287 16.5917
C 9.2648 7.1497 15.6298
N 8.5888 6.7112 14.7924
O 12.0132 9.5885 6.7312
C 12.0390 10.5152 7.5764
O 11.6106 10.5540 8.7908
C 12.8957 11.7300 7.2116
C 12.6742 12.8666 8.0220
C 13.2689 14.0330 7.6570
C 14.0070 14.0772 6.4648
C 14.1304 12.9933 5.5893
C 13.5200 11.8225 5.9957
H 12.0318 12.7269 8.8901
H 13.2784 14.9745 8.2506
H 14.3370 15.0389 6.0389
H 14.5215 13.1543 4.5792
H 13.4346 10.9997 5.3094
*
```

Calculated values
Highest occupied orbital energy (alpha / beta) ... -6.94 / -9.12 eV
Gap between HOMO and LUMO (alpha / beta) ... 5.79 / 6.09 eV
E_LUMO (alpha / beta) ... -0.04253 / -0.11149 Ha

no.,E (eV)
1,-81382.405
2,-189065.971
3,-158316.905